# 1
48
Properties=species:S:1:pos:R:3:forces:R:3:lowdin_charge:R:1 method="wB97M-V/def2-TZVPD" fmax_ev_per_a=0.9 e_above_lowest_kj_mol=0.0 smiles="O=C(NC[C@H]1CCCO1)[C@H]1CCCN(S(=O)(=O)c2ccc(Br)cc2)C1" energy_ev=-110050.763 homo_energy_ev=-9.34 gap_ev=9.68
O -0.818854 -1.787361 3.225990 0.1 -0.3 0.3 0.068
C -0.793836 -0.773485 2.558101 -0.2 0.5 0.1 -0.468
N -0.987547 -0.759516 1.223215 -0.1 0.0 -0.4 0.096
H -0.804756 0.102368 0.725808 0.0 -0.1 0.1 0.093
C -1.005326 -1.968394 0.439719 0.4 -0.2 0.0 -0.105
H -1.296145 -2.790568 1.097221 0.0 0.0 -0.1 0.134
H -1.731700 -1.859085 -0.368812 0.0 -0.1 0.0 0.117
C 0.377245 -2.253846 -0.146612 -0.3 -0.3 0.2 -0.318
C 0.428840 -3.453860 -1.104984 0.0 0.3 0.2 -0.110
H 0.669072 -4.373065 -0.577029 0.0 -0.1 0.0 0.116
C 1.507937 -3.054254 -2.123618 0.0 0.1 0.0 -0.142
H 1.120737 -3.090157 -3.139825 0.0 0.0 0.0 0.071
H 2.382559 -3.698602 -2.067588 0.0 0.0 0.0 0.107
C 1.864912 -1.611526 -1.721454 0.3 -0.1 -0.2 -0.191
H 2.798755 -1.596749 -1.140442 0.0 0.0 0.0 0.123
H 1.969200 -0.935275 -2.569806 0.0 0.0 0.0 0.105
O 0.802196 -1.140418 -0.921734 -0.3 0.0 0.1 -0.123
H -0.537605 -3.576854 -1.593286 -0.1 0.0 0.0 0.113
H 1.090793 -2.405097 0.680500 -0.1 0.0 0.0 0.159
C -0.528927 0.591749 3.195283 0.2 0.0 0.0 -0.195
C 0.991312 0.776110 3.339262 0.0 -0.1 -0.1 -0.138
C 1.638840 1.058856 1.985776 -0.1 0.2 0.1 -0.151
H 1.534923 0.195345 1.327918 0.1 0.0 -0.1 0.102
C 0.971352 2.264749 1.329517 0.7 0.0 -0.2 -0.188
N -0.447042 2.011302 1.191275 -0.5 0.6 -0.5 -0.260
S -1.232482 2.941851 0.036496 0.1 -0.3 -0.2 0.686
O -0.517281 4.160749 -0.205415 0.2 -0.2 0.0 -0.270
O -2.621645 2.997746 0.379234 0.0 -0.3 0.1 -0.272
C -1.041416 1.867982 -1.384832 0.0 0.4 0.4 -0.262
C -1.948211 0.838784 -1.554147 -0.1 0.0 0.0 -0.063
C -1.790652 -0.043613 -2.607435 0.1 0.1 0.0 -0.114
C -0.717085 0.127902 -3.466274 0.0 0.0 -0.1 -0.674
C 0.182950 1.169919 -3.313126 -0.1 -0.1 0.0 -0.117
C 0.013876 2.048313 -2.257087 0.1 0.1 0.0 -0.044
H 0.681715 2.882282 -2.110508 0.1 0.1 0.0 0.117
H 1.000487 1.292072 -4.007543 0.0 0.0 0.0 0.109
Br -0.473795 -1.098734 -4.888906 0.0 0.0 0.0 0.780
H -2.487858 -0.852748 -2.763936 0.0 0.0 0.0 0.109
H -2.774276 0.752279 -0.866141 -0.2 -0.1 0.1 0.123
C -1.121847 1.794608 2.457186 -0.6 0.0 0.4 -0.149
H -1.022330 2.683605 3.097753 0.0 -0.1 0.0 0.140
H -2.180343 1.649843 2.238742 0.0 0.0 0.2 0.123
H 1.143044 3.169531 1.929573 0.0 0.0 -0.1 0.134
H 1.371985 2.436745 0.330164 0.2 0.0 0.1 0.115
H 2.702302 1.264033 2.116759 0.0 0.0 -0.1 0.119
H 1.182441 1.616802 4.010757 0.0 0.0 0.1 0.120
H 1.422074 -0.120541 3.787623 0.0 0.1 0.1 0.122
H -0.968589 0.548219 4.196670 0.0 0.0 -0.2 0.153

=====

# 2
78
Properties=species:S:1:pos:R:3:forces:R:3:lowdin_charge:R:1 method="wB97M-V/def2-TZVPD" fmax_ev_per_a=7.1 energy_ev=-51046.097 homo_energy_ev="-9.49 / -9.56" charge=+1 gap_ev="4.54 / 4.60"
C 1.010421 1.093220 2.756734 1.8 -0.5 -1.9 -0.258
C -0.185088 1.864715 2.593644 -0.9 -0.5 -2.2 -0.230
C 0.099982 2.928822 1.674165 1.4 -0.4 -0.8 -0.277
C 1.477195 2.822946 1.296304 -1.0 -0.3 1.3 -0.276
C 2.033023 1.685710 1.954365 -1.4 0.4 0.8 -0.278
Sn -0.166389 0.418120 -0.068624 -1.6 0.2 1.4 1.320
C 0.024517 1.622660 -3.699080 -0.5 -3.2 3.6 -0.250
C 0.513699 0.371210 -3.063147 -2.5 2.8 -3.5 -0.191
H 0.110552 -0.600120 -3.486858 0.7 1.2 0.5 0.116
C 1.308302 0.358904 -1.869620 2.2 0.6 1.2 -0.266
H 1.982274 1.248091 -1.699533 -1.0 -0.7 -0.2 0.067
H 2.008426 -0.514994 -1.680213 -1.4 0.7 -0.2 0.061
C -1.093635 1.608475 -4.800011 0.2 -0.4 0.2 -0.085
H -1.825843 0.730681 -4.788297 1.3 0.8 0.3 0.096
H -1.760926 2.516670 -4.756455 1.1 -0.7 -0.1 0.091
H -0.587989 1.524420 -5.771794 -0.3 0.4 0.0 0.083
C 0.266036 2.942466 -2.912528 0.1 0.6 -1.3 -0.082
H 0.205587 2.942657 -1.779129 0.2 -0.6 -1.2 0.062
H 1.288489 3.283729 -3.239749 -0.8 0.0 0.6 0.103
H -0.483990 3.738295 -3.231617 1.1 -1.0 0.2 0.087
C -1.479462 1.612950 3.263582 -0.5 0.0 0.3 -0.029
H -1.783522 0.557092 3.183734 0.1 0.3 0.1 0.077
H -1.409546 1.851164 4.336852 -0.1 -0.1 -0.2 0.105
H -2.284622 2.225162 2.836905 0.2 -0.2 0.1 0.079
C -0.869227 3.958111 1.232525 -0.5 0.5 0.0 -0.043
H -1.846191 3.514033 0.992813 0.2 0.2 0.0 0.058
H -1.033587 4.714510 2.017370 0.0 -0.1 -0.3 0.098
H -0.520000 4.482281 0.332514 -0.1 -0.1 0.2 0.074
C 2.230598 3.765784 0.438274 0.3 0.3 -0.3 -0.049
H 1.573640 4.521675 -0.009936 0.2 -0.2 0.1 0.071
H 2.996995 4.296642 1.025346 -0.2 -0.1 -0.2 0.097
H 2.754839 3.243382 -0.376421 0.0 0.2 0.1 0.071
C 3.440324 1.231799 1.891068 0.5 -0.2 0.1 -0.037
H 3.992600 1.745596 1.093997 -0.1 -0.2 0.2 0.078
H 3.949550 1.447144 2.844057 0.0 -0.1 -0.3 0.097
H 3.506923 0.146183 1.718022 0.1 0.2 0.0 0.063
C 1.174844 -0.085853 3.635188 0.1 -0.3 0.5 -0.037
H 1.950598 -0.763326 3.252231 -0.2 0.2 0.1 0.068
H 1.480589 0.235555 4.644732 -0.1 -0.2 -0.2 0.102
H 0.240243 -0.656830 3.738154 0.2 0.1 0.0 0.070
C -2.450483 0.806494 -0.453627 2.8 -1.4 -6.3 -0.303
C -2.383953 1.482347 -1.850030 -1.8 3.0 0.4 -0.072
C -3.635333 0.867394 0.186806 -2.1 1.0 3.5 -0.176
C -3.053438 2.878392 -1.860267 1.5 -6.3 1.1 -0.069
H -2.051252 1.118759 -3.001642 -0.2 0.6 4.5 0.105
C -4.286686 2.136103 0.165527 -1.2 0.9 -0.3 -0.102
H -4.060572 0.076021 0.929133 1.4 1.6 -1.0 0.133
C -3.918964 3.084166 -0.805599 0.1 3.0 0.8 -0.170
H -2.641193 3.544793 -2.568342 -0.5 0.9 -0.8 0.063
H -5.051523 2.528469 0.948750 1.3 -1.4 -1.5 0.141
H -4.167362 4.191471 -0.662138 -0.3 -1.8 0.0 0.129
C -1.550827 -2.607792 1.521939 -0.2 0.1 0.2 -0.234
P -0.206682 -2.238020 0.356169 0.2 -1.0 0.1 0.901
C 1.318706 -2.831617 1.168625 0.4 0.0 0.1 -0.381
C 1.302426 -3.508278 2.400952 0.1 0.2 -0.3 -0.094
C 2.501227 -3.830082 3.040463 0.0 -0.1 -0.1 -0.065
C 3.725731 -3.506123 2.452016 -0.2 0.1 -0.1 -0.059
C 3.750469 -2.863860 1.209250 -0.1 -0.1 -0.1 -0.071
C 2.558078 -2.536162 0.563901 -0.3 -0.1 0.4 -0.097
C -0.514670 -3.409718 -1.020621 -0.3 -0.2 -0.2 -0.352
C -1.278070 -2.974081 -2.116219 0.4 0.1 0.0 -0.105
C -1.523773 -3.844705 -3.179519 0.0 -0.2 0.0 -0.068
C -1.041812 -5.161266 -3.141349 -0.2 0.2 0.2 -0.062
C -0.344027 -5.620435 -2.021246 -0.1 0.2 0.0 -0.064
C -0.089626 -4.750280 -0.959283 0.2 0.3 -0.1 -0.073
H -1.413518 -2.038772 2.453625 -0.1 -0.2 -0.3 0.044
H -1.554820 -3.684988 1.740031 -0.1 0.3 -0.1 0.061
H -2.509762 -2.323589 1.064359 0.3 -0.1 0.1 0.056
H 0.353932 -3.785519 2.861324 0.3 0.1 0.0 0.101
H 2.472834 -4.343818 4.003375 0.0 0.2 -0.3 0.116
H 4.660600 -3.756753 2.955993 -0.3 0.1 -0.2 0.115
H 4.703620 -2.623410 0.734870 -0.3 -0.1 0.2 0.116
H 2.579732 -2.059769 -0.418030 0.1 -0.1 0.3 0.087
H -1.641782 -1.934776 -2.127296 0.1 -0.5 -0.1 0.091
H -2.090251 -3.504979 -4.049265 0.2 -0.1 0.3 0.112
H -1.242542 -5.843440 -3.968233 0.1 0.3 0.2 0.113
H 0.009679 -6.653310 -1.975619 -0.1 0.4 0.0 0.115
H 0.475659 -5.108597 -0.098342 -0.1 0.1 -0.2 0.109